{"formula": "C63H133N7O7", "method": "ωB97M-V/def2-TZVPD", "elements": ["C", "C", "C", "C", "C", "C", "N", "O", "C", "C", "C", "H", "H", "H", "H", "H", "H", "H", "H", "H", "H", "H", "H", "H", "H", "H", "H", "H", "H", "H", "C", "C", "C", "C", "C", "C", "N", "O", "C", "C", "C", "H", "H", "H", "H", "H", "H", "H", "H", "H", "H", "H", "H", "H", "H", "H", "H", "H", "H", "H", "C", "C", "C", "C", "C", "C", "N", "O", "C", "C", "C", "H", "H", "H", "H", "H", "H", "H", "H", "H", "H", "H", "H", "H", "H", "H", "H", "H", "H", "H", "C", "C", "C", "C", "C", "C", "N", "O", "C", "C", "C", "H", "H", "H", "H", "H", "H", "H", "H", "H", "H", "H", "H", "H", "H", "H", "H", "H", "H", "H", "C", "C", "C", "C", "C", "C", "N", "O", "C", "C", "C", "H", "H", "H", "H", "H", "H", "H", "H", "H", "H", "H", "H", "H", "H", "H", "H", "H", "H", "H", "C", "C", "C", "C", "C", "C", "N", "O", "C", "C", "C", "H", "H", "H", "H", "H", "H", "H", "H", "H", "H", "H", "H", "H", "H", "H", "H", "H", "H", "H", "C", "C", "C", "C", "C", "C", "N", "O", "C", "C", "C", "H", "H", "H", "H", "H", "H", "H", "H", "H", "H", "H", "H", "H", "H", "H", "H", "H", "H", "H"], "positions_angstrom": [[-6.96024, 2.64424, 4.85809], [-8.32493, 1.93659, 4.98333], [-9.20305, 2.39819, 3.79209], [-8.65855, 1.93032, 2.39252], [-8.77391, 0.43252, 2.39961], [-7.97037, -0.22857, 3.58250], [-8.21164, 0.44834, 4.90576], [-7.39288, -0.15325, 5.90930], [-8.52718, -1.62761, 3.67549], [-6.54743, -0.28516, 3.10441], [-9.04539, 2.45147, 6.31158], [-6.47700, 2.53934, 5.82947], [-6.95809, 3.66441, 4.47423], [-6.27676, 2.10111, 4.20544], [-10.26484, 2.19326, 3.92885], [-9.16899, 3.47686, 3.63906], [-7.67076, 2.37191, 2.26070], [-9.17081, 2.25173, 1.48566], [-8.22208, 0.26833, 1.47408], [-9.78637, 0.09695, 2.17503], [-9.57325, -1.63420, 3.98172], [-8.46330, -2.14993, 2.72092], [-7.89018, -2.11337, 4.41466], [-5.85609, -0.57902, 3.89421], [-6.30786, -0.90836, 2.24282], [-6.28265, 0.68188, 2.67682], [-10.04497, 2.07625, 6.53098], [-9.23642, 3.51105, 6.14158], [-8.49792, 2.28279, 7.23890], [-7.96044, -0.77901, 6.36525], [9.92583, 4.27323, 4.27010], [9.01815, 5.23126, 5.24540], [8.41374, 4.32727, 6.25142], [7.78496, 5.02129, 7.53098], [8.72519, 6.10515, 8.17640], [9.38903, 7.05627, 7.19525], [9.85012, 6.22159, 6.03772], [10.65392, 6.98037, 5.11513], [8.35451, 8.15968, 6.74074], [10.54820, 7.75987, 7.96888], [7.85221, 5.93311, 4.43519], [9.24345, 3.64158, 3.70135], [10.60619, 3.62479, 4.82213], [10.55417, 4.86301, 3.60268], [7.59513, 3.90721, 5.66701], [8.92568, 3.38456, 6.44463], [7.60231, 4.19036, 8.21238], [6.80923, 5.45171, 7.30565], [9.41662, 5.64577, 8.88278], [8.04139, 6.56547, 8.88958], [8.13693, 8.84369, 7.56104], [8.72951, 8.86794, 6.00192], [7.35472, 7.83977, 6.44720], [10.38904, 8.83752, 8.00682], [10.57495, 7.45266, 9.01435], [11.48670, 7.35197, 7.59346], [6.85861, 5.86532, 4.87819], [7.87624, 5.41152, 3.47839], [8.18890, 6.94790, 4.22320], [11.44791, 6.44088, 5.12667], [-3.46579, -10.38488, 1.22609], [-3.09577, -9.09265, 2.01410], [-2.66587, -9.62043, 3.32350], [-1.94542, -8.55031, 4.16570], [-0.82402, -7.82394, 3.29320], [-1.08235, -7.52269, 1.89247], [-2.03224, -8.47885, 1.23853], [-2.24798, -8.07294, -0.08689], [-1.73092, -6.05527, 1.86761], [0.29483, -7.60486, 1.13128], [-4.31992, -8.19684, 2.16023], [-3.77970, -10.01338, 0.25062], [-4.36277, -10.88843, 1.58660], [-2.57227, -10.99148, 1.07853], [-3.54619, -9.88561, 3.90901], [-1.96331, -10.44030, 3.17416], [-1.50355, -8.93771, 5.08372], [-2.67578, -7.84781, 4.56718], [-0.04555, -8.56189, 3.48692], [-0.54209, -6.92557, 3.84234], [-0.81181, -5.47122, 1.91484], [-2.26740, -5.86433, 0.93819], [-2.38688, -5.84911, 2.71337], [0.23603, -7.39458, 0.06338], [1.05136, -6.99820, 1.62900], [0.52894, -8.66614, 1.21487], [-5.06726, -8.74770, 2.73132], [-4.60026, -7.64645, 1.26214], [-4.14831, -7.36409, 2.84227], [-1.69267, -8.60021, -0.66586], [0.67564, 11.96528, 0.67175], [-0.12929, 10.72023, 1.13490], [-1.06110, 11.01735, 2.33197], [-2.23761, 10.06862, 2.61978], [-3.13258, 9.76476, 1.36750], [-2.21059, 9.28501, 0.22503], [-1.12295, 10.32505, 0.07562], [-0.39506, 10.11632, -1.11481], [-1.68820, 7.83125, 0.53030], [-3.16651, 9.31356, -1.03052], [0.92906, 9.61221, 1.43807], [1.04432, 12.51387, 1.53848], [-0.10856, 12.65774, 0.36577], [1.06547, 11.99724, -0.34566], [-0.47014, 11.10407, 3.24375], [-1.38559, 12.05631, 2.27391], [-2.80163, 10.59766, 3.38796], [-2.00297, 9.17804, 3.20279], [-3.59683, 10.70681, 1.07575], [-3.90375, 8.99444, 1.36852], [-1.18040, 7.64826, 1.47727], [-2.43659, 7.04055, 0.47726], [-0.93165, 7.51307, -0.18697], [-2.63672, 9.10483, -1.95996], [-3.84216, 8.45823, -1.03133], [-3.60941, 10.30805, -1.08474], [1.85468, 9.76391, 0.88282], [0.55363, 8.65740, 1.07000], [1.20648, 9.63035, 2.49202], [-0.44423, 10.97940, -1.53226], [-6.24270, -6.69061, -6.54994], [-7.54854, -5.89361, -6.80019], [-7.01373, -4.64227, -7.67361], [-8.07324, -3.91481, -8.61902], [-8.74056, -4.97147, -9.56416], [-9.32909, -6.26228, -8.72375], [-8.34085, -6.76400, -7.71686], [-8.68281, -8.02618, -7.11201], [-10.61094, -5.99854, -8.01026], [-9.61316, -7.28908, -9.81077], [-8.22662, -5.55575, -5.51410], [-5.67786, -6.75961, -7.47960], [-6.35791, -7.71795, -6.20438], [-5.45742, -6.27414, -5.91907], [-6.61917, -3.93104, -6.94796], [-6.27387, -4.97707, -8.40067], [-7.65716, -3.10191, -9.21413], [-8.90443, -3.35927, -8.18473], [-7.78618, -5.11973, -10.06941], [-9.33807, -4.48963, -10.33806], [-10.84708, -6.78851, -7.29732], [-10.54219, -5.01712, -7.54099], [-11.50811, -5.94658, -8.62709], [-10.30371, -6.91163, -10.56493], [-8.68914, -7.51692, -10.34215], [-10.04343, -8.19468, -9.38314], [-9.30930, -5.62273, -5.62085], [-7.97562, -4.53852, -5.21351], [-7.82060, -6.19608, -4.73101], [-8.32944, -8.68754, -7.71145], [1.40716, 0.62928, -5.24951], [0.73615, 0.40380, -3.84311], [1.52738, -0.89763, -3.24136], [1.26844, -1.12644, -1.77621], [1.56578, 0.16426, -0.92966], [1.02482, 1.53640, -1.46098], [1.04031, 1.54343, -2.94879], [0.50097, 2.64235, -3.52110], [-0.42712, 1.47135, -0.90220], [1.92733, 2.58892, -0.85118], [-0.71248, 0.11124, -4.07628], [1.11271, -0.15066, -5.95170], [2.48103, 0.79792, -5.16907], [0.96508, 1.54916, -5.63224], [1.55348, -1.71451, -3.96257], [2.58750, -0.64418, -3.24494], [1.86106, -2.00180, -1.51042], [0.23221, -1.46444, -1.78496], [2.65108, 0.26342, -0.90985], [1.13715, -0.10971, 0.03435], [-0.51338, 1.41313, 0.18282], [-1.13057, 2.16822, -1.35786], [-1.00150, 0.58094, -1.15786], [2.98402, 2.41268, -1.05230], [1.68313, 3.47736, -1.43354], [1.76645, 2.84222, 0.19670], [-1.16227, -0.31839, -3.18119], [-0.87611, -0.43455, -5.00550], [-1.38886, 0.94895, -4.24614], [1.22234, 3.24157, -3.72646], [11.71862, -2.40328, -1.16779], [10.92563, -2.86012, -2.42788], [11.77860, -3.87378, -3.08127], [11.08681, -4.70670, -4.14882], [9.79042, -5.26529, -3.59684], [8.84049, -4.22397, -3.00905], [9.64676, -3.38253, -2.01398], [8.82405, -2.50528, -1.28089], [8.16927, -3.38021, -4.05600], [7.81287, -5.09384, -2.31585], [10.91487, -1.55192, -3.21515], [11.56669, -2.98370, -0.25777], [11.32407, -1.41076, -0.95025], [12.80290, -2.29282, -1.18246], [12.53547, -3.38037, -3.69102], [12.17890, -4.54494, -2.32138], [11.75573, -5.55636, -4.28562], [10.87627, -4.11746, -5.04132], [9.88767, -6.05897, -2.85608], [9.28226, -5.52676, -4.52501], [7.31216, -3.82190, -4.56432], [7.67191, -2.49434, -3.66110], [8.87747, -3.02278, -4.80353], [7.38737, -4.31517, -1.68282], [7.04258, -5.43457, -3.00770], [8.17991, -5.88272, -1.65931], [11.96693, -1.33012, -3.39428], [10.34761, -0.71194, -2.81422], [10.46014, -1.65486, -4.20040], [8.67599, -2.91146, -0.42374]], "forces_ev_per_a": [[0.7045, -0.9459, 0.4455], [-0.3868, 0.3198, 0.0037], [0.1593, 0.8710, -1.7484], [-1.3482, 0.1009, 1.7676], [1.9991, 0.5884, -0.6293], [-1.7985, 0.1758, -1.3390], [-1.1297, -0.0396, -0.7547], [0.4275, 0.8700, -0.4178], [0.3112, -0.4163, 0.6572], [1.4238, 0.6536, -0.0864], [0.1711, -0.3712, -0.8794], [0.1290, 0.5743, 0.0989], [-0.3782, 0.1066, 0.4567], [-0.2546, -0.1213, -0.1892], [0.0299, -0.5547, -0.0146], [0.0978, 0.3707, 1.0442], [0.3729, -0.5840, 0.1791], [-0.6473, 0.6045, 0.4191], [0.1156, -1.3327, -0.0827], [-0.1174, -0.0006, 0.7699], [0.0580, 0.0699, 0.1929], [0.2114, 0.0222, 0.0185], [-0.3081, -0.6731, 0.0004], [0.0462, 0.2463, 0.0819], [-0.7475, -0.6590, 0.1343], [0.3441, 0.2881, 0.5129], [-0.0435, -0.6188, -0.5947], [0.4432, 0.2086, 0.2372], [0.4446, 0.1574, -0.2647], [-0.3269, 0.0880, -0.0202], [-0.5989, 1.7042, 1.0956], [0.8315, 0.8546, 0.2204], [-2.3085, -0.7274, 0.7266], [1.6117, -0.5271, -0.9639], [-1.7624, -1.7472, 0.2806], [-1.3642, 0.5621, -0.7332], [1.1827, -0.9214, -0.2520], [-0.5718, 0.0522, 0.5104], [0.1109, 0.4635, 0.6527], [-0.2749, -0.9318, -0.2653], [1.9956, -0.5017, -0.5428], [0.0008, 0.1200, -0.0312], [-0.1755, 0.1031, 0.3706], [-0.3086, 0.0663, -0.2170], [-0.6380, -0.1780, 0.2130], [0.8963, 0.5177, 0.6058], [-0.0439, 0.2531, 0.3440], [0.0845, 0.1209, -0.2119], [0.5381, -0.3181, -0.5868], [0.1197, 0.9790, -0.1675], [0.1570, -0.1701, 0.5554], [0.3117, -0.4835, -0.4245], [0.2500, -0.5554, -0.2786], [0.6720, -0.0320, -0.5580], [-0.4216, -0.1428, 0.0880], [0.1911, 0.8421, -0.3136], [0.2517, 0.1549, 0.1480], [-0.5832, 0.0918, -0.1625], [-0.4393, 0.1055, 0.0602], [0.2854, 0.2456, -0.1632], [-0.6618, 1.4586, -1.0984], [-1.5934, -0.7010, -2.5023], [1.7363, 1.2272, 2.0844], [-0.1371, 1.1115, -0.8581], [-0.5117, -2.0823, 3.8585], [-1.8493, 1.3976, -2.4669], [3.3402, -0.4580, 1.3735], [-1.3724, 0.4697, 0.3077], [1.4010, -1.1043, -0.4989], [-1.3355, -0.4538, 0.3828], [0.1787, 0.7697, 1.0453], [0.0786, -0.2387, -0.3607], [0.3808, -0.2777, 0.4956], [-0.2663, -0.2383, 0.2732], [0.0051, -0.6518, -0.3059], [-0.2505, -0.2936, 0.0966], [0.2950, -0.3180, -0.2296], [-0.2086, 0.2953, -0.3223], [0.6895, 0.1880, -0.7569], [0.2023, 0.0840, -0.1635], [-0.4223, 0.8293, 0.0885], [0.1863, -0.0070, 0.0137], [0.1712, -0.1587, 0.0518], [-0.0870, 0.4136, 0.1364], [-0.0190, -0.0055, -0.1198], [0.4526, 0.0093, 0.0408], [-0.6702, -0.0808, -0.8214], [-0.4665, -0.8225, -0.2876], [0.5926, 0.0813, 0.2350], [0.1411, -0.4381, 0.3065], [-3.4366, 0.9881, -0.1687], [-0.2503, -1.3890, -0.2580], [0.8858, 0.3176, 0.4472], [-1.2048, 0.0111, 0.1744], [1.9042, 0.3542, 0.1891], [0.0228, -0.0234, 0.1321], [-0.3055, 0.5205, -0.0685], [0.1960, -0.5099, -0.4477], [0.3355, -0.0690, -0.5514], [1.8756, -0.4911, -0.0236], [-0.3400, 0.0594, -0.5306], [1.1692, -0.3772, -0.4018], [-0.8713, 0.5059, 0.4256], [1.6638, -0.9235, 0.7382], [0.3191, -0.4602, 0.1594], [-0.6054, -0.0136, -0.6125], [-0.4748, 0.2396, -0.1573], [0.6700, -0.3325, -0.5626], [-0.0342, 0.0017, -0.1453], [-0.0689, 0.0592, 1.0245], [-0.2804, 0.6483, 0.3017], [-0.5132, 0.3353, -0.1005], [-0.0068, 0.2748, -0.4100], [0.4218, 0.4077, -0.0115], [-0.5307, 0.3919, 0.6615], [-0.3414, -0.3068, -0.0888], [-0.0708, 0.2638, -0.0998], [0.1576, -0.0704, 0.6496], [-0.2006, -0.3575, 0.0506], [-0.0831, -0.0618, -0.3172], [0.9715, -0.3866, -0.4750], [1.5113, -0.5067, -2.5280], [-2.5433, 0.3358, -0.3201], [-1.5482, -0.4165, 0.7484], [2.1014, 0.1185, 2.1767], [0.5505, 0.6927, -1.2592], [1.3496, 0.1392, -1.3969], [-0.6237, 1.2584, -0.0631], [-1.2607, 1.1746, 0.3193], [0.6712, -0.5643, -0.0081], [-0.1792, 0.6457, 0.5739], [-0.3342, -0.2282, -0.3598], [-0.5410, 0.1082, 0.1187], [-0.5601, 0.6754, 0.6134], [0.3217, -0.0242, -0.2032], [0.2892, -0.1557, 0.4588], [0.7405, -0.3286, -0.1823], [0.0885, -0.1437, 1.2243], [-0.2643, -1.7995, -0.6790], [-0.8066, -0.3847, 0.4735], [0.3682, 0.1013, 0.2199], [-0.1618, -0.0895, 0.5376], [0.1441, 0.0631, -0.5121], [-0.1111, 0.2059, 0.2312], [0.0785, -0.2783, 0.0336], [0.0157, -0.1159, -0.0736], [0.1065, -0.1178, 0.3304], [-0.0726, 0.1379, 0.0415], [-0.5425, -0.1495, 0.1005], [0.2415, 0.0328, -0.1401], [-0.8906, 1.0682, 0.9962], [2.6269, -1.9109, 0.1118], [0.7256, 2.5957, -0.7247], [-0.9821, 0.0138, -1.1143], [0.3293, -1.5846, -1.5734], [-1.6866, -3.3654, 0.7722], [2.1010, -1.9197, 0.4184], [-1.4639, 2.2902, -0.1193], [-1.1043, 0.4594, -0.5017], [-0.5279, 1.3273, -1.3118], [-1.4710, 0.2716, 0.3084], [0.3732, -0.1989, 0.1995], [-0.0038, -0.3401, -0.0406], [0.0767, 0.0907, -0.2515], [-0.9676, -0.3776, 0.3224], [0.2936, 0.6422, -0.3960], [0.1180, 0.2093, 0.6521], [-0.3318, 0.1500, 0.9766], [0.1062, -0.2774, 0.4016], [0.4130, 0.7354, 0.3156], [0.3189, 0.8028, 0.1089], [0.3360, 0.9327, 0.4292], [0.8143, -0.7591, -0.4700], [-0.0591, -0.3393, 0.1155], [0.1099, 0.5697, 0.2989], [-0.1527, -0.4251, -0.0468], [-0.0320, -0.7351, -0.2571], [0.1459, -0.7521, 0.4111], [0.5910, 0.8025, 0.0600], [0.1925, 0.0247, -0.0869], [-0.7227, 0.6436, 1.3237], [0.6579, 2.4682, 1.8794], [-0.0131, -1.0594, -1.7070], [-0.0637, -0.5204, 1.6831], [-0.1111, 1.1293, -1.4628], [1.4854, -0.4033, 0.5850], [-1.0494, -2.8889, -0.2414], [0.1389, 0.8184, -0.7490], [-0.6082, 1.1272, -0.6603], [-0.8201, 1.8532, 1.2073], [-0.5192, -0.1253, -1.7553], [-0.4242, -0.4664, -0.1635], [0.1565, 0.0643, 0.4318], [0.0454, -0.1370, -0.9934], [0.6611, 0.2329, 0.8960], [0.2859, 0.0424, -0.0853], [0.0072, 0.0902, -0.9431], [0.3032, -0.2095, -0.1577], [0.3532, -0.1324, -0.4451], [-0.4601, -1.1862, 0.3250], [0.3309, -0.7435, -0.1700], [0.4068, 0.2169, 0.5387], [-0.0455, -0.0606, -0.0891], [-1.0051, -0.4727, 0.4361], [0.2029, -0.1668, 0.0839], [0.2153, 0.0259, -0.2965], [-0.1155, 0.5934, 0.1159], [0.3279, -0.1686, 0.6622], [0.0805, -0.3187, -0.3063], [0.2949, -0.2442, 0.0584]], "smiles": "CC1(C)CCCC(C)(C)N1O.CC1(C)CCCC(C)(C)N1O.CC1(C)CCCC(C)(C)N1O.CC1(C)CCCC(C)(C)N1O.CC1(C)CCCC(C)(C)N1O.CC1(C)CCCC(C)(C)N1O.CC1(C)CCCC(C)(C)N1O", "lumo_ev": 0.4, "orbital_gap_ev": 8.456, "spin_multiplicity": 1, "fmax_ha_per_bohr": 0.08584, "homo_energy_ev": -8.0292, "e_above_lowest_kcal_mol": 238.9}